Entry 1:
Formula: H20O10
Source: the OMol25 dataset
Level of theory: ωB97M-V/def2-TZVPD

Element x y z (Å)
O: 0.411405 -0.623499 0.584321
H: -0.445017 -0.226481 0.648875
H: 0.953147 -0.080083 -0.049143
O: -4.275901 -2.175915 -0.307404
H: -4.908276 -1.724976 -0.983444
H: -3.980363 -2.972062 -0.671275
O: 1.061564 1.852340 -0.201026
H: 1.567402 1.368183 0.395548
H: 0.220711 2.174958 0.187730
O: -1.488211 4.709512 0.199806
H: -0.686122 4.123012 0.208980
H: -1.169812 5.416043 0.757544
O: 0.634413 0.505037 3.946280
H: 0.232518 1.007299 4.606512
H: 0.702504 1.261116 3.304503
O: 4.038779 -1.213183 -0.864039
H: 4.589421 -1.291346 -0.054459
H: 3.367059 -0.594847 -0.584947
O: -2.069741 -2.114100 -0.490686
H: -1.618068 -2.251041 -1.270777
H: -1.490168 -1.365653 -0.148469
O: 4.794139 0.613440 -1.780420
H: 3.972421 0.299730 -2.289689
H: 5.557021 0.176560 -2.149526
O: -3.687908 1.577039 -1.811243
H: -3.394279 1.090467 -2.672970
H: -3.723185 0.832510 -1.183258
O: 0.541045 -3.284795 0.678491
H: 0.860045 -2.550938 1.132437
H: -0.283636 -3.459455 1.183190

Force components x, y, z for each atom (eV/Å):
1.75 0.16 -0.59
-0.44 0.81 0.12
-1.59 -0.96 0.63
-4.59 3.38 -0.52
1.60 -1.65 1.78
0.62 -1.64 -1.04
-1.77 2.07 -2.16
1.06 -0.58 2.26
1.05 -0.73 -0.02
1.43 -1.26 0.05
-1.23 0.77 -0.34
-0.16 0.62 0.27
0.91 0.72 -2.76
-1.21 0.73 2.52
0.29 -1.44 0.26
-0.45 -2.84 2.18
-0.45 -0.06 -0.85
-0.13 0.15 0.09
1.68 2.45 2.78
1.65 -1.04 -2.90
-1.18 -1.77 -0.30
-1.44 2.47 -2.03
2.54 0.64 0.93
-0.03 -0.37 -0.34
0.89 -1.98 -2.05
-0.80 1.47 2.26
-0.05 0.41 -0.16
-1.70 -2.57 -0.22
1.11 2.17 0.92
0.63 -0.11 -0.77

The value obtained for the energy above the lowest of the compared OMol25 structures with the same formula, charge and spin is 154.5 kcal/mol. The multiplicity is 1.

---

Entry 2:
Formula: H20O10
Source: the OMol25 dataset
Level of theory: ωB97M-V/def2-TZVPD

Element x y z (Å)
O: -0.158368 -0.372079 0.353475
H: -0.665356 -0.633036 1.130556
H: 0.175986 -1.204593 0.001173
O: 2.104962 -3.477116 -2.807673
H: 1.567330 -2.874187 -2.281917
H: 2.692281 -3.889406 -2.164195
O: -3.800842 -2.699001 -0.371114
H: -3.156989 -3.083578 0.234315
H: -3.264411 -2.203570 -1.000224
O: 3.435467 0.616641 2.925331
H: 2.700371 1.232479 3.022123
H: 3.317292 0.247234 2.042969
O: 0.878486 1.713534 -1.349337
H: 0.307126 1.579019 -0.584848
H: 0.593953 2.561516 -1.708446
O: -1.147321 3.432445 -1.160938
H: -2.005763 3.195532 -0.792238
H: -0.893988 4.225191 -0.674762
O: -3.865384 1.808174 -0.878098
H: -3.723059 1.634595 0.059241
H: -3.330091 1.142039 -1.323874
O: 3.588916 -2.462977 0.226467
H: 4.099530 -3.257257 0.419809
H: 3.859089 -2.222168 -0.666846
O: 2.504373 3.302206 0.186068
H: 2.962972 2.609131 0.674252
H: 1.923778 2.821216 -0.414388
O: -3.568252 -1.794339 2.704753
H: -3.985548 -1.127865 2.147379
H: -2.950797 -1.292196 3.248436

Force components x, y, z for each atom (eV/Å):
-0.24 -0.13 0.16
0.06 0.01 -0.01
0.11 0.14 -0.02
0.06 0.06 0.18
0.05 -0.04 -0.10
-0.10 -0.03 -0.06
0.22 0.16 -0.05
-0.15 0.00 0.12
-0.10 -0.09 -0.03
-0.15 0.12 -0.16
0.07 -0.02 0.06
0.05 -0.14 0.05
0.54 -0.10 -0.11
-0.15 -0.17 -0.18
-0.43 -0.26 -0.15
-0.16 0.45 0.32
-0.25 -0.12 -0.25
0.04 0.04 -0.06
0.32 0.08 0.20
-0.15 -0.05 -0.04
-0.04 0.01 -0.09
-0.04 -0.14 -0.21
-0.02 0.08 0.12
0.03 0.13 0.03
0.30 0.33 0.55
0.04 0.16 -0.09
0.07 -0.42 -0.18
0.27 0.23 -0.05
-0.12 -0.19 -0.07
-0.09 -0.11 0.11

The value obtained for the energy above the lowest of the compared OMol25 structures with the same formula, charge and spin is 75.7 kcal/mol. The multiplicity is 1.

---

Entry 3:
Formula: H20O10
Source: the OMol25 dataset
Level of theory: ωB97M-V/def2-TZVPD

Element x y z (Å)
O: 0.190569 0.825853 -0.080565
H: -0.106868 0.163039 -0.713967
H: -0.623253 1.248495 0.216179
O: 0.838986 -3.213861 -1.175485
H: 0.323015 -3.641687 -0.482860
H: 0.181008 -2.947642 -1.827545
O: 0.425632 -2.544636 1.513670
H: -0.177433 -1.991007 1.004949
H: -0.133817 -3.254334 1.848835
O: 1.923316 -0.385224 3.539519
H: 2.283736 0.487120 3.734722
H: 1.250299 -0.517780 4.216621
O: 3.283831 -2.478493 -1.294839
H: 2.856288 -1.809297 -0.748603
H: 2.998439 -2.267192 -2.190882
O: -4.375674 -2.411451 -1.551229
H: -3.578903 -2.378711 -1.009867
H: -4.058156 -2.245894 -2.446083
O: -3.459436 2.577882 -0.032915
H: -3.372008 1.628468 0.108368
H: -4.350021 2.681301 -0.386681
O: 4.496750 2.346728 -0.423431
H: 4.750791 3.175233 -0.845370
H: 4.064214 2.622165 0.392681
O: -2.891034 1.674079 1.728205
H: -3.830392 1.474275 1.809900
H: -2.454731 0.929872 2.158072
O: 0.976532 3.487208 -2.023189
H: 0.635614 3.258745 -2.895295
H: 1.932709 3.506757 -2.142914

Force components x, y, z for each atom (eV/Å):
-0.26 -0.38 0.09
0.15 0.13 -0.04
0.05 0.26 -0.06
-0.88 -0.01 -0.38
0.25 0.05 0.12
0.01 -0.15 -0.11
-0.42 -0.25 0.13
0.24 0.21 0.06
0.07 0.03 0.18
-0.05 0.17 0.19
0.00 -0.08 -0.06
0.07 -0.06 -0.10
0.71 0.41 -0.20
-0.02 -0.18 0.04
0.03 -0.11 0.19
0.23 0.08 -0.01
-0.12 -0.05 -0.02
-0.11 -0.02 0.03
-1.59 1.04 -2.83
0.18 0.53 -0.49
0.07 0.29 -0.44
-0.03 0.25 -0.03
0.05 -0.10 0.04
-0.03 -0.12 -0.06
1.21 -2.10 2.88
0.06 0.24 0.33
0.10 -0.08 0.54
0.09 0.09 -0.24
-0.02 0.03 0.12
-0.06 -0.10 0.11

The value obtained for the energy above the lowest of the compared OMol25 structures with the same formula, charge and spin is 125.4 kcal/mol. The multiplicity is 1.

---

Entry 4:
Formula: H20O10
Source: the OMol25 dataset
Level of theory: ωB97M-V/def2-TZVPD

Element x y z (Å)
O: -0.178528 -0.616217 -0.508630
H: -0.704508 -0.094234 -0.992639
H: -0.632410 -0.813214 0.310240
O: -3.097264 1.862074 2.722966
H: -2.171681 2.180363 2.623025
H: -3.430690 1.621900 1.862783
O: 4.167941 1.721410 -1.400715
H: 3.662006 1.548363 -0.528617
H: 3.410688 1.804078 -1.959468
O: 2.376946 -2.453170 1.336214
H: 2.010430 -1.926796 2.067368
H: 2.916948 -1.709981 0.858628
O: -0.259489 -2.767736 3.705483
H: 0.460530 -2.128311 3.456996
H: -0.822797 -2.261086 4.297159
O: 0.677631 -3.578815 -0.912587
H: 1.461393 -3.055480 -1.094016
H: 0.430647 -3.267300 -0.126886
O: 0.429116 1.328307 -1.252011
H: 1.009393 2.047928 -1.669444
H: 0.858641 0.505317 -1.526401
O: 1.416488 2.576944 1.780731
H: 1.939525 1.697307 1.591436
H: 1.155047 2.937657 0.907790
O: -2.456457 -0.069281 -5.157348
H: -3.299683 0.137817 -5.617044
H: -2.035084 0.787937 -5.006607
O: -3.010883 0.624145 0.463432
H: -3.723827 0.242233 0.027700
H: -2.560071 1.117842 -0.259537

Force components x, y, z for each atom (eV/Å):
2.53 -4.83 3.30
-3.33 2.69 -2.39
-0.25 -0.13 0.09
0.92 0.94 1.36
-1.15 -0.45 -0.15
0.36 -0.14 -0.44
-1.12 -0.60 2.94
1.66 0.43 -1.75
-0.52 0.18 -1.20
1.35 2.78 -0.93
0.11 -0.47 -0.21
-1.34 -2.24 1.11
1.19 0.98 -0.51
-1.21 -1.02 0.53
-0.09 0.05 0.06
1.65 -1.91 -4.98
0.06 -0.11 -0.19
-1.73 1.80 5.08
2.48 3.46 -1.90
-1.48 -1.28 0.66
0.05 0.21 0.28
1.39 -2.18 -0.96
-1.76 2.75 0.33
0.28 -0.62 0.66
-0.72 0.41 -0.34
0.88 -0.18 0.46
-0.16 -0.21 -0.10
2.48 1.37 -0.47
-2.21 -1.35 -1.15
-0.31 -0.33 0.84

The value obtained for the energy above the lowest of the compared OMol25 structures with the same formula, charge and spin is 125.9 kcal/mol. The multiplicity is 1.

---

Entry 5:
Formula: H20O10
Source: the OMol25 dataset
Level of theory: ωB97M-V/def2-TZVPD

Element x y z (Å)
O: -0.766877 -0.474424 0.019915
H: 0.194886 -0.762448 -0.117834
H: -0.559460 0.460255 0.203817
O: 3.858258 -3.240026 2.281890
H: 3.974312 -2.298817 2.549028
H: 3.127584 -3.255168 1.739019
O: -3.418938 -2.849427 -1.503172
H: -2.835342 -2.517020 -0.804403
H: -3.158763 -3.815384 -1.524709
O: -0.690529 4.250490 -1.688583
H: -0.275917 4.872046 -1.115491
H: -1.675168 4.324736 -1.370592
O: -5.139157 -1.635716 -0.471820
H: -5.177364 -2.462362 -0.023929
H: -4.339984 -1.065999 -0.219785
O: -4.632935 0.517539 1.901676
H: -4.246376 1.320108 2.319106
H: -5.524886 0.595335 1.988755
O: 2.095796 -0.027796 -1.297908
H: 2.916450 0.484635 -1.130937
H: 1.398910 0.573614 -1.389538
O: 4.649755 1.760579 -0.387145
H: 4.266189 2.524708 0.036713
H: 4.068240 1.098850 0.140428
O: 0.460685 3.712247 1.471863
H: -0.378359 3.729849 0.971572
H: 1.023578 3.846515 0.786382
O: 3.412631 -2.891963 -1.184087
H: 4.317740 -2.967446 -0.926354
H: 3.055043 -3.807524 -1.253883

Force components x, y, z for each atom (eV/Å):
2.67 0.28 -0.17
-1.89 -0.08 0.10
-0.74 -0.28 0.09
2.78 1.13 2.26
-0.18 -1.15 -0.34
-2.58 0.03 -1.99
1.70 -2.63 -0.17
-0.06 0.12 -0.27
-0.35 1.52 -0.23
-3.44 -0.56 0.65
0.75 0.99 0.54
2.67 -0.34 -1.16
-0.01 3.45 0.21
0.66 -0.60 0.61
-1.94 -1.77 -0.09
4.57 0.61 0.08
-0.48 -0.94 -0.44
-4.01 0.30 0.31
2.17 -1.17 0.71
-0.91 -0.32 -0.56
-1.44 1.65 -0.43
-2.07 -2.14 1.61
0.23 1.13 -0.10
1.87 0.96 -1.26
-3.44 -0.52 2.18
0.19 -0.18 0.76
3.26 0.60 -2.99
-1.51 -0.82 -0.28
0.92 -0.31 0.29
0.62 1.04 0.08

The value obtained for the energy above the lowest of the compared OMol25 structures with the same formula, charge and spin is 120.5 kcal/mol. The multiplicity is 1.

---

Entry 6:
Formula: H20O10
Source: the OMol25 dataset
Level of theory: ωB97M-V/def2-TZVPD

Element x y z (Å)
O: 1.973278 -2.603786 -1.230417
H: 2.821810 -2.719788 -0.836824
H: 2.247253 -1.854831 -1.658106
O: -0.954005 -1.846303 2.294776
H: -1.049886 -1.115127 2.898086
H: -0.119751 -1.637887 1.862663
O: 0.117813 0.942814 -2.595944
H: -0.841552 1.057181 -2.554966
H: 0.305943 0.338621 -1.855164
O: 1.969941 -1.892356 1.854157
H: 1.967763 -2.464665 1.102813
H: 2.604194 -2.322969 2.373196
O: 0.899707 2.850493 -0.545266
H: 0.427423 3.693435 -0.696571
H: 0.600491 2.238772 -1.230843
O: 0.913943 1.332132 1.888846
H: 0.699319 1.958860 1.231013
H: 0.924920 0.562004 1.335487
O: -0.600636 -2.826164 -0.437286
H: 0.258481 -2.901761 -0.908172
H: -1.238133 -2.444001 -1.018439
O: -2.195691 3.471129 -0.795286
H: -2.230906 3.543753 -1.767864
H: -2.213036 2.540189 -0.627628
O: -2.009219 1.284116 0.477233
H: -2.689846 0.642987 0.604879
H: -1.904186 1.706937 1.314823
O: 0.105730 -0.314267 -0.279414
H: -0.097530 -1.292014 -0.255219
H: -0.693632 0.072496 0.055436

Force components x, y, z for each atom (eV/Å):
-0.57 -2.30 1.14
1.01 -1.34 1.15
-0.09 3.65 -2.49
-0.32 0.00 -0.28
-0.09 0.35 0.51
0.26 -0.25 0.08
-0.20 0.30 -0.39
0.25 -0.07 -0.11
-0.18 -0.08 0.24
-0.95 1.05 -0.74
-0.50 -0.37 -1.14
1.42 -0.64 1.83
-0.15 0.82 0.26
0.19 -0.82 0.06
-0.06 0.12 -0.33
-0.02 -0.64 1.67
-0.13 1.85 -1.26
0.32 -1.11 -0.22
1.06 -0.65 0.52
-0.67 -0.21 -0.01
-0.69 0.03 -0.90
-0.06 1.56 -1.57
-0.02 0.20 0.69
0.03 -0.95 0.42
0.29 -0.59 -0.76
-0.91 -0.75 0.22
0.41 0.59 1.03
0.81 -1.44 -0.33
0.30 0.82 0.24
-0.75 0.88 0.46

The value obtained for the energy above the lowest of the compared OMol25 structures with the same formula, charge and spin is 68.1 kcal/mol. The multiplicity is 1.

---

Entry 7:
Formula: H20O10
Source: the OMol25 dataset
Level of theory: ωB97M-V/def2-TZVPD

Element x y z (Å)
O: -0.396899 -0.734992 3.562582
H: -0.204649 0.132738 3.207182
H: -0.339229 -0.623832 4.511552
O: 2.733451 0.034818 1.233762
H: 1.874461 0.109988 0.818182
H: 2.645791 0.518368 2.055172
O: -2.580049 -1.280102 -1.194018
H: -2.889839 -0.386712 -1.342688
H: -2.849489 -1.481532 -0.297888
O: -0.207499 -0.618582 0.332892
H: -0.295959 0.270298 -0.011058
H: -0.582889 -1.177612 -0.347398
O: -0.368149 1.619688 -0.960628
H: 0.547841 1.889188 -0.893078
H: -0.838199 2.421928 -1.187978
O: -0.857959 0.655968 -3.415088
H: -1.279879 -0.191302 -3.272408
H: -0.588809 0.940168 -2.541578
O: 2.036691 2.156578 -0.855228
H: 2.153061 1.323298 -1.311658
H: 2.322231 2.817588 -1.485908
O: -0.765979 -2.176772 -3.436818
H: -1.221199 -2.347962 -2.612378
H: -0.939129 -2.951332 -3.971898
O: 0.423541 -3.015702 1.949912
H: 0.127861 -2.106222 1.909302
H: 1.143121 -3.006162 2.581062
O: 0.234271 2.179678 2.600282
H: 0.816401 2.929148 2.725352
H: 0.147091 2.099388 1.650452

Force components x, y, z for each atom (eV/Å):
-0.08 -0.21 -0.01
0.07 0.46 -0.15
-0.01 -0.03 0.23
0.45 0.02 -0.09
-0.45 -0.40 0.01
-0.05 0.10 0.22
0.09 -0.29 -0.27
-0.05 0.30 -0.15
-0.05 -0.14 0.35
0.62 -0.38 0.82
-0.53 0.22 -0.20
-0.09 -0.18 -0.22
-1.73 0.23 0.16
1.10 0.62 0.10
-0.42 0.20 0.02
-0.24 0.41 -0.55
0.13 -0.50 -0.32
0.09 -0.01 0.29
0.53 0.28 0.19
0.58 -0.55 -0.15
0.18 0.31 -0.21
0.13 0.05 -0.09
-0.27 -0.06 0.39
-0.01 -0.16 -0.20
0.00 -0.66 -0.27
-0.08 0.40 0.09
0.09 0.07 0.10
-0.07 -0.23 0.17
0.17 0.19 0.13
-0.12 -0.05 -0.38

The value obtained for the energy above the lowest of the compared OMol25 structures with the same formula, charge and spin is 64.7 kcal/mol. The multiplicity is 1.

---

Entry 8:
Formula: H20O10
Source: the OMol25 dataset
Level of theory: ωB97M-V/def2-TZVPD

Element x y z (Å)
O: -1.092580 -3.077876 4.558853
H: -0.272250 -2.584966 4.540713
H: -0.872970 -3.892776 5.010453
O: 2.275410 -3.544166 -0.334977
H: 2.297010 -4.486446 -0.168027
H: 2.482920 -3.145856 0.510313
O: -2.624440 2.556844 -3.486737
H: -1.779640 2.579054 -3.037227
H: -3.132250 1.899624 -3.010907
O: -0.878060 5.848134 -0.335707
H: -0.587960 4.936234 -0.312667
H: -0.377290 6.241294 -1.050467
O: 3.057540 2.439224 -3.863567
H: 3.061870 1.623414 -3.362897
H: 3.510790 2.223084 -4.678477
O: -2.785330 0.797904 4.043553
H: -2.255610 0.005734 4.133493
H: -2.711550 1.233624 4.892633
O: -5.903360 0.434964 -1.013807
H: -6.726050 0.466494 -0.525527
H: -5.282710 0.024004 -0.412007
O: 2.480780 -0.930796 3.148923
H: 3.201650 -1.254776 3.688943
H: 2.777400 -0.074216 2.841483
O: 0.062950 0.114194 -0.392847
H: 0.410340 -0.766656 -0.533077
H: -0.216320 0.119084 0.522693
O: 4.231570 -3.010046 -3.915737
H: 3.685310 -2.941646 -3.132687
H: 3.962830 -3.832696 -4.324707

Force components x, y, z for each atom (eV/Å):
-0.20 0.13 -0.09
0.26 0.16 -0.06
-0.02 -0.22 0.12
-0.04 0.15 -0.27
-0.03 -0.26 0.00
0.07 0.19 0.26
-0.04 0.14 -0.21
0.24 0.00 0.09
-0.21 -0.16 0.12
-0.13 0.12 0.18
0.04 -0.25 0.02
0.10 0.13 -0.20
-0.08 0.23 0.09
-0.04 -0.21 0.15
0.10 -0.03 -0.23
-0.07 0.10 -0.22
0.08 -0.30 0.02
-0.02 0.15 0.20
0.07 0.05 -0.24
-0.22 0.05 0.09
0.19 -0.09 0.15
-0.25 -0.23 -0.07
0.19 -0.09 0.16
0.03 0.27 -0.12
0.03 0.23 -0.15
0.09 -0.29 -0.10
-0.12 0.03 0.25
0.18 0.16 -0.10
-0.16 0.03 0.30
-0.05 -0.19 -0.14

The value obtained for the energy above the lowest of the compared OMol25 structures with the same formula, charge and spin is 83.1 kcal/mol. The multiplicity is 1.